# 1
{
  "formula": "C7H10O",
  "method": "ωB97M-V with the def2-TZVPD basis set",
  "homo_ev": -8.97,
  "total_energy_ev": -9458.2016,
  "homo_lumo_gap_ha": 0.366,
  "e_above_lowest_kj_mol": 999.5,
  "elements": ["O", "C", "C", "C", "C", "C", "C", "C", "H", "H", "H", "H", "H", "H", "H", "H", "H", "H"],
  "coordinates": [[-0.555, -0.686, 1.140], [-1.317, 0.375, 0.433], [1.351, 1.052, -0.168], [1.022, -1.567, 0.030], [-0.349, -1.001, -0.303], [-0.310, 1.484, 0.069], [1.917, -0.139, 0.043], [-1.715, -0.730, -0.626], [1.801, 2.011, -0.522], [-0.190, -0.081, -0.696], [-1.961, 1.039, 1.076], [-0.317, 2.114, 0.994], [2.934, -0.250, 0.086], [-2.120, -0.531, -1.741], [1.772, -2.572, -0.506], [-2.495, -1.288, -0.097], [-0.735, 2.547, -0.542], [1.266, -1.776, 1.329]],
  "mulliken_charge": [-0.427, 0.185, -0.584, -0.306, -0.210, -0.962, -0.325, -0.478, 0.324, 0.314, 0.328, 0.394, 0.490, 0.221, 0.277, 0.253, 0.318, 0.189]
}


# 2
{
  "formula": "C7H10O2",
  "method": "ωB97M-V with the def2-TZVPD basis set",
  "smiles": "CC(=O)/C=C/O.C=C=C",
  "homo_ev": -8.78,
  "total_energy_ev": -11512.5423,
  "homo_lumo_gap_ha": 0.338,
  "e_above_lowest_kj_mol": 319.8,
  "elements": ["O", "O", "C", "C", "C", "C", "C", "C", "C", "H", "H", "H", "H", "H", "H", "H", "H", "H", "H"],
  "coordinates": [[-2.137, 2.222, -1.399], [1.886, -0.143, -1.023], [0.977, -2.603, 0.660], [0.962, 0.310, -0.338], [-1.287, -1.387, 0.440], [-1.066, 1.796, -0.714], [-0.289, 0.750, -1.046], [1.285, 1.068, 0.943], [-0.017, -1.756, 0.551], [1.515, 2.107, 0.706], [2.160, 0.614, 1.397], [-1.762, -0.760, 1.185], [-0.912, 2.388, 0.178], [0.861, -3.560, 1.142], [-0.424, 0.277, -2.013], [-1.927, -1.766, -0.348], [-2.223, 1.729, -2.229], [1.946, -2.330, 0.267], [0.453, 1.043, 1.640]],
  "mulliken_charge": [-0.502, -0.596, -0.734, 0.863, -0.713, 0.191, -0.816, -1.351, 0.408, 0.421, 0.301, 0.272, 0.361, 0.290, 0.345, 0.270, 0.314, 0.301, 0.375]
}


# 3
{
  "formula": "C7H10O2",
  "method": "ωB97M-V with the def2-TZVPD basis set",
  "homo_ev": -7.46,
  "total_energy_ev": -11512.3365,
  "homo_lumo_gap_ha": 0.282,
  "e_above_lowest_kj_mol": 339.6,
  "elements": ["O", "O", "C", "C", "C", "C", "C", "C", "C", "H", "H", "H", "H", "H", "H", "H", "H", "H", "H"],
  "coordinates": [[-2.218, -0.213, 0.115], [0.354, 0.767, -2.551], [0.392, -0.828, -0.626], [0.098, 0.171, -1.567], [-0.178, -2.170, -1.009], [-1.178, 0.387, 0.010], [0.447, -0.459, 0.754], [-0.955, 1.866, 0.218], [1.505, 0.460, 1.307], [-0.185, -2.317, -2.089], [0.425, -2.949, -0.542], [-1.678, 2.389, -0.409], [2.357, -0.119, 1.676], [0.044, 2.198, -0.042], [0.105, -1.240, 1.426], [1.893, 1.146, 0.553], [-1.206, -2.247, -0.636], [-1.148, 2.105, 1.265], [1.126, 1.051, 2.146]],
  "mulliken_charge": [-0.612, -0.478, 0.808, 0.176, -1.425, 0.735, -0.195, -1.169, -1.428, 0.400, 0.372, 0.350, 0.421, 0.327, 0.480, 0.297, 0.311, 0.337, 0.295]
}


- What is the formula in the second record?
  C7H10O2